Record 1
{"formula": "C4H7KO2", "method": "ωB97M-V with the def2-TZVPD basis set", "symbols": ["O", "C", "C", "H", "H", "H", "K", "C", "C", "O", "H", "H", "H", "H"], "xyz": [[-0.842, 1.009, 0.766], [-2.017, 0.580, 0.809], [-2.421, -0.788, 0.796], [-3.386, -0.931, 1.301], [-2.828, 1.323, 0.662], [-1.661, -1.476, 1.189], [1.927, 0.710, 0.374], [-4.078, -2.022, -1.440], [-2.737, -1.659, -1.092], [-5.047, -1.005, -1.363], [-4.141, -2.510, -2.428], [-2.284, -0.859, -1.709], [-2.057, -2.521, -1.108], [-4.643, -0.117, -1.401]], "lumo_energy_ev": [2.4, 3.0], "multiplicity": 2, "charge": -1, "total_energy_ev": -24677.2712, "de_lowest_kj_mol": 213.0, "s2": 0.785}

Record 2
{"formula": "C16H43BF3N3O5Pt", "method": "ωB97M-V with the def2-TZVPD basis set", "symbols": ["Pt", "C", "O", "O", "C", "F", "F", "F", "C", "C", "H", "H", "H", "H", "H", "H", "B", "H", "H", "H", "H", "C", "C", "C", "O", "C", "N", "H", "H", "H", "H", "H", "H", "H", "H", "H", "H", "H", "C", "C", "C", "O", "C", "N", "H", "H", "H", "H", "H", "H", "H", "H", "H", "H", "H", "C", "C", "C", "O", "C", "N", "H", "H", "H", "H", "H", "H", "H", "H", "H", "H", "H"], "xyz": [[0.412, 0.221, 1.158], [-2.701, 0.859, -0.643], [-2.251, 0.341, -1.896], [-1.749, 0.363, 0.278], [-3.034, 2.415, -0.778], [-1.893, 3.145, -0.730], [-3.711, 2.776, -1.878], [-3.901, 2.788, 0.189], [-2.721, -0.947, -2.286], [-2.373, -1.193, -3.776], [-1.320, -1.104, -4.043], [-2.728, -2.216, -3.894], [-2.943, -0.477, -4.368], [-3.780, -1.124, -2.101], [-2.408, -1.742, -1.610], [-3.680, 0.484, -0.345], [2.589, 0.437, 1.909], [3.615, 0.145, 2.072], [1.963, -0.389, 2.210], [2.365, 1.324, 2.480], [2.450, 0.683, 0.868], [-1.184, 4.213, 1.889], [-0.419, 2.912, 2.213], [-1.176, 1.848, 2.939], [-0.375, 0.665, 3.152], [0.288, 0.795, 4.462], [0.360, 2.403, 1.081], [-0.717, 4.666, 1.015], [-1.338, 4.884, 2.733], [-2.210, 4.021, 1.575], [0.411, 3.141, 2.881], [-2.061, 1.603, 2.351], [-1.556, 2.197, 3.900], [0.975, -0.049, 4.528], [-0.369, 0.819, 5.331], [0.914, 1.687, 4.449], [1.218, 2.911, 1.242], [0.034, 2.925, 0.280], [1.990, -1.017, -2.968], [1.797, -0.066, -1.748], [1.480, 1.327, -2.255], [2.658, 1.836, -2.948], [2.212, 2.704, -4.055], [0.770, -0.649, -0.923], [2.123, -2.082, -2.780], [2.910, -0.751, -3.489], [1.085, -1.002, -3.576], [2.767, -0.117, -1.254], [1.231, 1.965, -1.407], [0.673, 1.215, -2.979], [2.985, 3.262, -4.582], [1.445, 3.403, -3.722], [1.653, 2.001, -4.673], [-0.111, -0.544, -1.404], [0.967, -1.634, -0.821], [1.463, -3.227, 2.922], [1.107, -2.830, 1.483], [0.627, -3.988, 0.607], [0.384, -3.357, -0.619], [-0.669, -4.098, -1.302], [-0.023, -1.961, 1.734], [0.519, -3.447, 3.421], [2.105, -2.537, 3.469], [2.029, -4.155, 2.997], [1.845, -2.189, 1.001], [-0.255, -4.429, 1.071], [1.392, -4.744, 0.432], [-0.844, -3.723, -2.311], [-1.596, -3.952, -0.748], [-0.502, -5.170, -1.412], [-0.379, -2.064, 2.674], [-0.835, -2.408, 1.332]], "lumo_energy_ev": [-2.1, -5.7], "multiplicity": 4, "charge": 1, "total_energy_ev": -44058.0787, "s2": 3.760}

Record 3
{"formula": "C36H22N10Y", "method": "ωB97M-V with the def2-TZVPD basis set", "symbols": ["Y", "C", "C", "C", "C", "C", "N", "C", "C", "C", "C", "C", "C", "C", "C", "N", "C", "N", "C", "N", "C", "N", "C", "N", "C", "N", "C", "C", "C", "C", "C", "C", "C", "C", "C", "C", "C", "C", "C", "C", "N", "H", "H", "H", "H", "H", "H", "H", "H", "H", "H", "H", "H", "H", "H", "H", "H", "C", "N", "C", "C", "N", "C", "H", "H", "H", "H", "H", "H"], "xyz": [[-0.225, -0.082, 0.003], [3.452, -1.375, 5.186], [2.536, -0.552, 5.851], [1.625, 0.221, 5.152], [1.643, 0.148, 3.764], [0.863, 0.828, 2.742], [-0.043, 1.793, 2.951], [-0.878, 2.288, 2.063], [-1.595, 3.565, 2.173], [-1.621, 4.527, 3.168], [-2.389, 5.661, 2.945], [-3.098, 5.834, 1.757], [-3.062, 4.878, 0.751], [-2.308, 3.740, 0.976], [-2.027, 2.569, 0.134], [-2.453, 2.384, -1.097], [-1.954, 1.523, -1.993], [-0.733, 0.908, -1.926], [-0.474, 0.201, -3.069], [0.681, -0.407, -3.368], [1.647, -0.712, -2.529], [1.564, -0.799, -1.166], [2.793, -0.997, -0.602], [3.087, -1.009, 0.681], [2.341, -0.500, 1.671], [1.323, 0.402, 1.525], [2.565, -0.681, 3.095], [3.482, -1.447, 3.804], [3.754, -1.167, -1.700], [5.115, -1.410, -1.706], [5.749, -1.485, -2.940], [5.042, -1.309, -4.129], [3.677, -1.052, -4.124], [3.042, -0.990, -2.897], [-1.616, 0.363, -3.952], [-1.876, -0.106, -5.233], [-3.073, 0.258, -5.823], [-3.992, 1.078, -5.157], [-3.737, 1.555, -3.883], [-2.540, 1.187, -3.281], [-1.227, 1.732, 0.863], [4.155, -1.956, 5.768], [2.550, -0.517, 6.932], [0.922, 0.867, 5.660], [-1.059, 4.393, 4.082], [-2.439, 6.431, 3.704], [-3.681, 6.735, 1.620], [-3.599, 5.012, -0.178], [4.197, -2.071, 3.285], [5.662, -1.533, -0.782], [6.812, -1.679, -2.985], [5.571, -1.371, -5.070], [3.126, -0.903, -5.042], [-1.158, -0.731, -5.748], [-3.307, -0.089, -6.821], [-4.914, 1.345, -5.655], [-4.439, 2.197, -3.368], [-1.806, -5.311, 2.170], [-1.866, -4.121, 1.331], [-2.772, -3.876, 0.331], [-2.464, -2.652, -0.173], [-1.378, -2.143, 0.509], [-1.051, -3.063, 1.405], [-2.547, -6.022, 1.817], [-2.026, -5.052, 3.203], [-0.820, -5.765, 2.104], [-3.540, -4.583, 0.075], [-2.947, -2.112, -0.971], [-0.240, -2.995, 2.114]], "lumo_energy_ev": [-4.1, -4.1], "multiplicity": 1, "charge": 1, "total_energy_ev": -53633.3731, "de_lowest_kj_mol": 0.0}

Record 4
{"formula": "C5H13N2O", "method": "ωB97M-V with the def2-TZVPD basis set", "symbols": ["C", "N", "C", "O", "C", "C", "C", "N", "H", "H", "H", "H", "H", "H", "H", "H", "H", "H", "H", "H", "H"], "xyz": [[-0.457, -2.012, 0.245], [-1.559, -1.726, -0.646], [-0.406, -0.578, -3.200], [-0.066, -0.831, -4.339], [0.080, -0.877, 1.217], [0.249, 0.477, 0.604], [0.333, 1.818, 1.487], [1.381, 2.875, 1.163], [0.413, -2.398, -0.324], [-0.813, -2.805, 0.903], [-1.711, -0.719, -0.719], [-1.094, 0.242, -2.977], [-0.185, -1.258, -2.374], [0.994, -1.349, 1.621], [-0.624, -0.714, 2.066], [-0.515, 0.719, -0.166], [1.303, 0.426, 0.231], [-0.681, 2.193, 1.702], [0.548, 2.569, 0.436], [2.117, 2.427, 0.620], [0.694, 1.521, 2.450]], "lumo_energy_ev": 3.8, "multiplicity": 1, "charge": -1, "total_energy_ev": -10418.2676, "de_lowest_kj_mol": 524.0}

Record 5
{"formula": "H24O12", "method": "ωB97M-V with the def2-TZVPD basis set", "symbols": ["O", "H", "H", "O", "H", "H", "O", "H", "H", "O", "H", "H", "O", "H", "H", "O", "H", "H", "O", "H", "H", "O", "H", "H", "O", "H", "H", "O", "H", "H", "O", "H", "H", "O", "H", "H"], "xyz": [[-0.605, 0.538, 0.249], [-0.505, -0.188, -0.390], [-0.418, 0.131, 1.107], [2.836, -1.392, 1.510], [2.201, -1.536, 0.793], [3.414, -2.160, 1.512], [-0.220, 0.168, -4.132], [0.461, 0.844, -4.061], [-0.704, 0.222, -3.298], [1.809, 2.024, 2.741], [2.501, 2.689, 2.789], [1.800, 1.738, 1.809], [-1.285, -1.482, -1.726], [-1.339, -1.745, -2.655], [-2.100, -1.812, -1.323], [2.075, 1.727, -0.062], [1.693, 0.894, -0.379], [3.005, 1.674, -0.310], [-2.639, 1.364, -2.471], [-3.138, 1.990, -3.004], [-2.460, 1.849, -1.653], [1.414, -0.513, 3.836], [1.677, 0.419, 3.802], [1.667, -0.795, 2.948], [-1.864, 3.222, -0.127], [-1.464, 2.414, 0.222], [-1.147, 3.865, -0.127], [-3.303, -0.720, 0.942], [-2.860, -0.100, 0.352], [-2.589, -1.271, 1.287], [-0.791, -2.322, 1.357], [-1.139, -3.209, 1.498], [0.070, -2.464, 0.941], [1.479, -1.831, -1.018], [1.884, -2.511, -1.567], [0.585, -1.720, -1.394]], "smiles": "O.O.O.O.O.O.O.O.O.O.O.O", "lumo_energy_ev": -0.3, "multiplicity": 1, "total_energy_ev": -24960.7302, "de_lowest_kj_mol": 93.0}